Record 1
Formula: C44H35BaCl2N3O6PSSe
Source: the Open Molecules 2025 dataset
Level of theory: the ωB97M-V functional and the def2-TZVPD basis

```
94
Properties=species:S:1:pos:R:3:mulliken_charge:R:1
Ba 0.047 1.542 -0.448 2.07
O -1.251 5.881 -0.222 -0.76
C -1.165 4.693 -0.511 -0.10
O -0.119 4.000 -0.721 -0.66
C -2.472 3.883 -0.678 -0.10
C -3.749 4.423 -0.596 -0.30
C -4.834 3.565 -0.733 -0.63
C -4.636 2.207 -0.951 -0.51
C -3.332 1.744 -1.032 0.20
N -2.308 2.583 -0.897 0.72
C -2.950 0.272 -1.323 -0.06
O -3.860 -0.539 -1.506 -0.75
O -1.702 0.071 -1.430 -0.55
H -3.862 5.484 -0.423 0.57
H -5.843 3.958 -0.676 0.44
H -5.455 1.509 -1.063 0.64
O -0.416 0.973 1.834 -1.24
P 0.820 1.257 2.667 2.31
C 2.338 1.658 1.765 -0.10
C 2.395 2.856 1.097 0.22
C 3.395 3.365 0.168 -0.36
C 4.474 2.826 -0.440 -1.06
C 4.469 0.466 1.067 -1.57
C 3.515 0.717 1.923 0.12
C 0.416 2.607 3.793 0.03
C -0.882 3.103 3.825 -0.51
C -1.196 4.169 4.658 -0.65
C -0.218 4.732 5.462 -0.42
C 1.083 4.241 5.431 -0.76
C 1.401 3.187 4.592 -0.18
C 1.252 -0.201 3.642 0.05
C 1.505 -1.383 2.946 -0.75
C 1.894 -2.523 3.626 -0.63
C 2.027 -2.497 5.009 -0.56
C 1.758 -1.331 5.709 -0.68
C 1.377 -0.183 5.026 -0.25
H 1.598 3.563 1.340 0.33
H 3.172 4.379 -0.158 0.32
H 5.931 1.542 -1.624 0.23
H 6.118 1.810 0.385 0.40
H 3.774 0.628 2.984 0.29
H -1.635 2.654 3.190 0.44
H -2.204 4.565 4.669 0.41
H -0.464 5.565 6.109 0.39
H 1.849 4.692 6.048 0.40
H 2.419 2.817 4.539 0.47
H 1.398 -1.411 1.869 0.49
H 2.103 -3.432 3.076 0.54
H 2.340 -3.386 5.540 0.37
H 1.847 -1.311 6.787 0.39
H 1.175 0.727 5.577 0.35
Cl 5.135 1.158 -0.332 0.29
C 6.130 0.050 -0.918 -0.83
Cl 2.030 0.346 -2.274 -0.25
H 6.976 -0.359 -1.437 0.42
H 4.146 0.717 -1.160 0.08
C -2.723 -1.371 -4.303 -1.10
N -3.060 0.033 -4.437 0.26
C -2.166 1.050 -4.428 -0.51
Se -0.358 0.995 -4.660 -0.31
N -2.887 2.200 -4.344 0.26
C -4.242 1.929 -4.296 0.48
C -5.359 2.745 -4.250 -0.98
C -6.596 2.118 -4.258 -0.54
C -6.706 0.727 -4.304 -0.73
C -5.583 -0.087 -4.343 -0.67
C -4.350 0.541 -4.346 0.82
H -1.651 -1.468 -4.453 0.32
H -3.259 -1.948 -5.057 0.38
H -2.992 -1.696 -3.298 0.30
H -2.435 3.092 -4.233 0.31
H -5.268 3.822 -4.199 0.46
H -7.495 2.720 -4.229 0.39
H -7.688 0.273 -4.309 0.38
H -5.664 -1.164 -4.358 0.42
C 1.735 -7.690 1.341 -0.89
C 2.202 -8.792 0.429 0.67
O 2.254 -9.949 0.749 -0.55
S 2.690 -8.386 -1.247 -0.15
C 2.544 -6.617 -1.337 -0.33
C 3.578 -5.801 -0.886 -0.29
C 3.489 -4.426 -1.020 -0.59
C 2.369 -3.854 -1.625 0.79
C 1.336 -4.674 -2.079 -0.64
C 1.426 -6.048 -1.937 -0.32
C 2.286 -2.436 -1.804 -0.46
C 2.136 -1.267 -2.017 0.09
H 2.452 -6.872 1.373 0.23
H 1.593 -8.108 2.334 0.33
H 0.794 -7.281 0.970 0.31
H 4.453 -6.248 -0.433 0.47
H 4.286 -3.785 -0.666 0.56
H 0.470 -4.222 -2.544 0.59
H 0.630 -6.687 -2.296 0.45
```

## Properties
Gap between HOMO and LUMO, eV: 5.7
HOMO, eV: -3.9
Energy above the lowest of the compared OMol25 structures with the same formula, charge and spin, eV: 24.046
Charge: -1



Record 2
Formula: C44H36GaN13OS
Source: the Open Molecules 2025 dataset
Level of theory: the ωB97M-V functional and the def2-TZVPD basis

```
96
Properties=species:S:1:pos:R:3:mulliken_charge:R:1
Ga -0.230 1.465 -0.037 1.45
C 1.225 0.987 5.322 -1.29
N 0.464 1.367 4.123 0.85
C 0.906 1.459 2.877 -0.53
N -0.128 1.598 2.053 0.44
C -1.209 1.586 2.894 -0.66
N -0.879 1.439 4.149 -0.96
C 1.363 -0.515 5.393 0.86
C 0.735 -1.264 6.376 -0.83
C 0.846 -2.652 6.375 -0.73
C 1.556 -3.300 5.380 -0.98
C 2.184 -2.548 4.388 -0.29
C 2.102 -1.164 4.413 0.40
C 2.882 -3.202 3.286 0.69
N 2.952 -4.450 2.984 -0.43
N 3.652 -4.533 1.790 -0.44
C 3.954 -3.328 1.454 0.70
O 3.491 -2.416 2.353 -0.22
C 4.593 -2.840 0.236 -0.38
C 5.113 -3.738 -0.693 -0.90
C 5.635 -3.256 -1.881 -0.78
C 5.609 -1.895 -2.162 -1.01
C 5.092 -0.998 -1.236 0.62
C 5.051 0.481 -1.548 -0.94
N 3.867 1.107 -0.951 0.98
C 2.611 0.684 -1.000 -0.80
N 1.864 1.450 -0.211 0.32
C 2.747 2.376 0.270 -0.67
N 3.969 2.177 -0.140 -1.11
C 4.609 -1.475 -0.026 0.20
H 0.689 1.393 6.176 0.45
H 2.195 1.479 5.258 0.32
H 1.949 1.426 2.609 0.66
H -2.226 1.711 2.560 0.70
H 0.157 -0.770 7.147 0.44
H 0.363 -3.229 7.151 0.44
H 1.632 -4.380 5.361 0.58
H 2.625 -0.593 3.654 0.50
H 5.096 -4.798 -0.479 0.58
H 6.048 -3.945 -2.605 0.42
H 5.995 -1.533 -3.108 0.48
H 5.033 0.648 -2.624 0.44
H 5.902 1.024 -1.140 0.36
H 2.282 -0.165 -1.577 0.68
H 2.466 3.197 0.910 0.61
H 4.238 -0.787 0.725 0.87
C -0.404 0.194 -2.967 -0.91
N -0.349 1.364 -2.087 0.23
C -0.446 2.558 -2.587 -0.16
C -0.429 3.664 -1.707 -0.08
C -0.528 5.042 -1.882 -0.91
C -0.520 5.602 -0.603 -1.13
C -0.423 4.549 0.301 -0.62
N -0.366 3.373 -0.358 0.71
C -1.590 0.155 -3.907 0.26
C -2.813 0.697 -3.525 0.49
C -3.920 0.592 -4.352 -0.70
C -3.813 -0.056 -5.575 -0.64
C -2.593 -0.587 -5.968 -0.70
C -1.486 -0.479 -5.138 -0.71
H -0.434 -0.689 -2.323 0.29
H 0.523 0.117 -3.546 0.55
H -0.554 2.708 -3.660 0.60
H -0.592 5.564 -2.824 0.58
H -0.579 6.648 -0.351 0.51
H -0.406 4.586 1.380 0.53
H -2.898 1.239 -2.591 0.23
H -4.865 1.024 -4.044 0.38
H -4.674 -0.133 -6.226 0.44
H -2.499 -1.079 -6.927 0.41
H -0.534 -0.893 -5.453 0.44
N -3.920 -0.556 -0.267 -0.02
C -4.950 0.298 -0.757 0.17
C -6.095 -0.260 -1.294 -0.73
C -7.088 0.564 -1.809 -0.72
C -6.915 1.938 -1.809 -0.76
C -5.751 2.492 -1.290 -0.70
C -4.778 1.672 -0.744 0.88
S -3.337 2.426 -0.041 -0.21
N -2.279 1.081 0.051 -0.53
C -2.668 -0.145 -0.021 0.81
C -1.609 -1.165 0.232 0.87
C -1.875 -2.504 0.449 -1.06
C -0.821 -3.366 0.721 -1.46
C 0.462 -2.858 0.791 -0.67
C 0.646 -1.500 0.580 -0.33
N -0.360 -0.675 0.290 0.17
H -4.093 -1.542 -0.353 0.14
H -6.213 -1.338 -1.310 0.45
H -7.989 0.125 -2.215 0.42
H -7.681 2.585 -2.214 0.43
H -5.611 3.566 -1.298 0.46
H -2.881 -2.897 0.432 0.60
H -1.008 -4.418 0.887 0.49
H 1.306 -3.498 1.007 0.50
H 1.633 -1.061 0.654 0.65
```

## Properties
Gap between HOMO and LUMO, eV: 6.8
HOMO, eV: -12.8
Energy above the lowest of the compared OMol25 structures with the same formula, charge and spin, eV: 0.000
Charge: +2



Q: Which value of gap between HOMO and LUMO does entry 1 give?
A: 5.7 eV



Q: Which of these has the highest energy above the lowest of the compared OMol25 structures with the same formula, charge and spin?
A: C44H35BaCl2N3O6PSSe



Q: What is the gap between HOMO and LUMO in the first record?
A: 5.7 eV